# C13H16Cl2O9P2PdS2

A structure of composition C13H16Cl2O9P2PdS2 (the ωB97M-V functional and the def2-TZVPD basis, the Open Molecules 2025 dataset).

Each line ends with the Löwdin charge.
CARTESIAN COORDINATES (ANGSTROEM)
Pd  -0.20  -0.49  -0.23  0.744
C  3.22  -0.56  3.31  -0.126
C  2.00  -0.53  2.43  -0.774
S  1.69  -1.73  1.40  0.870
C  1.14  0.69  2.53  -0.676
C  1.22  1.56  3.76  -0.105
S  0.13  1.19  1.35  0.932
H  3.84  -1.41  3.05  0.069
H  2.93  -0.65  4.36  0.089
H  3.81  0.36  3.22  0.095
H  2.05  1.30  4.41  0.065
H  0.29  1.45  4.32  0.098
H  1.31  2.61  3.48  0.086
C  -2.75  -3.77  -0.19  -0.058
C  -3.20  -2.44  -0.81  -0.607
O  -4.51  -2.54  -1.37  -0.056
P  -2.09  -2.01  -2.16  0.482
O  -2.19  -3.15  -3.26  -0.064
O  -2.66  -0.74  -2.89  -0.086
O  -0.68  -1.93  -1.67  -0.318
P  -3.20  -1.14  0.49  0.335
O  -3.50  0.20  -0.38  -0.156
O  -4.29  -1.41  1.44  -0.265
O  -1.75  -1.05  0.96  -0.448
H  -2.81  -4.56  -0.93  0.087
H  -3.41  -4.01  0.65  0.091
H  -1.73  -3.70  0.18  0.083
H  -5.13  -2.58  -0.63  0.098
H  -3.05  -3.17  -3.68  0.105
H  -2.95  -0.04  -2.27  0.065
H  -4.36  0.57  -0.12  0.095
Cl  4.26  5.07  -1.45  0.656
C  3.37  3.58  -1.42  -0.671
C  4.04  2.39  -1.18  -0.123
C  3.33  1.21  -1.14  -0.570
Cl  4.18  -0.27  -0.81  0.712
C  1.93  1.14  -1.34  -0.405
O  1.36  -0.04  -1.30  -0.259
C  1.28  2.38  -1.60  -0.149
C  -0.14  2.52  -1.93  -0.229
O  -0.98  1.66  -1.99  0.020
C  2.01  3.57  -1.63  -0.073
H  5.11  2.38  -1.02  0.107
H  -0.43  3.58  -2.13  0.125
H  1.49  4.50  -1.83  0.112

**HOMO**: -8.14 eV
**LUMO energy**: -2.267 eV
**Kohn-Sham gap**: 0.216 Ha
**E_tot**: -100945.8132 eV



# C13H16Cl6N2

A cluster of 5 separate species, C13H16Cl6N2 in total in a non-equilibrium geometry (the ωB97M-V functional and the def2-TZVPD basis, the Open Molecules 2025 dataset).

Each line ends with the Löwdin charge.
CARTESIAN COORDINATES (ANGSTROEM)
C  8.36  11.99  5.91  -0.994
Cl  6.76  12.31  6.58  0.507
Cl  8.27  10.48  5.00  0.521
H  8.60  12.79  5.22  0.030
H  9.05  11.87  6.75  0.008
C  4.99  8.75  10.53  -1.047
Cl  5.47  8.80  12.23  0.501
Cl  5.45  10.26  9.77  0.524
H  5.46  7.89  10.04  0.005
H  3.90  8.63  10.49  0.031
C  6.69  6.01  4.93  -0.973
Cl  8.28  5.35  4.48  0.526
Cl  5.68  4.77  5.72  0.488
H  6.77  6.81  5.67  0.012
H  6.21  6.30  3.99  0.025
N  11.09  12.46  10.92  0.051
C  10.92  11.15  10.93  -0.151
C  9.88  10.50  10.26  -0.057
C  8.98  11.26  9.54  -0.111
C  9.11  12.63  9.60  -0.087
C  10.17  13.18  10.29  -0.161
H  11.63  10.58  11.52  0.100
H  9.72  9.43  10.28  0.087
H  8.20  10.74  9.01  0.046
H  8.43  13.34  9.16  0.091
H  10.40  14.23  10.36  0.101
N  7.96  8.01  8.90  0.058
C  8.01  6.86  9.54  -0.158
C  8.65  5.73  9.06  -0.050
C  9.24  5.81  7.81  -0.091
C  9.23  7.01  7.13  -0.110
C  8.58  8.09  7.72  -0.155
H  7.53  6.83  10.51  0.096
H  8.67  4.83  9.65  0.103
H  9.74  4.99  7.31  0.105
H  9.71  7.07  6.16  0.082
H  8.58  9.06  7.25  0.047

**HOMO**: -9.57 eV
**LUMO energy**: 0.492 eV
**Kohn-Sham gap**: 0.370 Ha
**E_tot**: -91854.8221 eV



# C13H16ClIN2Pd

A structure of composition C13H16ClIN2Pd in a non-equilibrium geometry (the ωB97M-V functional and the def2-TZVPD basis, the Open Molecules 2025 dataset).

Each line ends with the Löwdin charge.
CARTESIAN COORDINATES (ANGSTROEM)
C  3.46  4.11  1.55  -0.237
C  4.61  3.17  1.19  -0.182
H  3.20  4.76  0.70  0.063
H  3.75  4.73  2.40  0.060
H  2.52  3.60  1.82  -0.150
H  4.34  2.37  0.49  0.055
H  5.38  3.79  0.72  0.056
H  5.03  2.71  2.09  0.059
C  -2.73  1.17  -0.15  -0.122
C  -3.93  1.12  -0.86  -0.038
C  -4.18  0.04  -1.70  -0.049
C  -3.20  -0.94  -1.82  0.000
H  -2.48  2.02  0.48  0.038
H  -4.65  1.94  -0.74  0.113
H  -5.12  -0.04  -2.26  0.117
H  -3.31  -1.79  -2.47  0.097
N  -1.80  0.22  -0.27  0.029
C  -2.00  -0.84  -1.08  -0.199
C  -0.91  -1.81  -1.17  -0.193
N  0.21  -1.53  -0.46  -0.012
C  1.24  -2.38  -0.37  -0.106
C  0.13  -3.86  -1.89  -0.051
C  1.24  -3.58  -1.10  -0.037
H  2.05  -2.08  0.28  0.114
H  2.11  -4.23  -1.04  0.109
C  -0.94  -2.99  -1.94  0.001
H  -1.84  -3.17  -2.54  0.109
H  0.10  -4.79  -2.47  0.113
Pd  0.18  0.21  0.91  0.473
I  0.16  2.81  1.58  0.116
Cl  -0.74  -0.25  3.70  0.474
C  -0.55  -1.14  2.26  -0.805
H  0.19  -1.94  2.35  -0.009
H  -1.51  -1.43  1.82  -0.005

**HOMO (spin up / spin down)**: -6.64 / -7.62 eV
**LUMO energy (spin up / spin down)**: -0.965 / -1.015 eV
**Kohn-Sham gap (spin up / spin down)**: 0.209 / 0.243 Ha
**2S+1**: 3
**E_tot**: -40822.5366 eV
**Expectation value of S²**: 2.01



# C13H16ClN2OsS5SbSi

A structure of composition C13H16ClN2OsS5SbSi in a non-equilibrium geometry (the ωB97M-V functional and the def2-TZVPD basis, the Open Molecules 2025 dataset).

Each line ends with the Löwdin charge.
CARTESIAN COORDINATES (ANGSTROEM)
Os  0.11  -0.20  -0.14  0.740
S  -0.12  4.56  1.09  -0.292
Sb  -1.70  3.14  0.28  0.294
S  -0.09  0.47  2.35  -0.001
S  -1.79  1.46  2.36  -0.111
S  -0.33  1.74  -1.27  -0.125
C  5.30  -4.09  -1.76  -0.170
Si  4.27  -3.71  -0.20  0.582
C  2.82  -4.93  -0.08  -0.226
C  5.32  -3.89  1.39  -0.174
C  3.79  -1.86  -0.22  -0.241
C  4.77  -0.87  -0.09  -0.067
C  4.42  0.47  0.03  -0.044
C  3.08  0.82  0.02  -0.106
N  2.13  -0.09  -0.16  -0.244
C  2.48  -1.40  -0.29  -0.732
S  1.07  -2.37  -0.56  0.634
H  5.62  -5.12  -1.75  0.025
H  6.19  -3.47  -1.82  0.023
H  4.73  -3.93  -2.67  0.029
H  3.19  -5.93  0.14  0.030
H  2.26  -4.98  -1.00  0.008
H  2.13  -4.66  0.71  0.005
H  5.56  -4.93  1.57  0.025
H  4.78  -3.53  2.26  0.032
H  6.25  -3.33  1.32  0.021
H  5.81  -1.16  -0.05  0.107
H  5.18  1.23  0.14  0.108
H  2.75  1.84  0.16  0.120
Cl  -3.32  -3.87  1.99  0.720
C  -3.14  -2.65  0.80  -0.641
C  -4.10  -2.43  -0.18  -0.062
C  -3.87  -1.41  -1.08  -0.032
C  -2.70  -0.68  -1.01  -0.137
N  -1.76  -0.90  -0.08  -0.248
C  -2.00  -1.86  0.83  -0.224
H  -5.00  -3.03  -0.23  0.115
H  -4.59  -1.19  -1.85  0.116
H  -2.50  0.12  -1.71  0.071
H  -1.27  -2.00  1.62  0.073

**HOMO (spin up / spin down)**: -7.14 / -7.61 eV
**LUMO energy (spin up / spin down)**: -0.475 / -2.264 eV
**Kohn-Sham gap (spin up / spin down)**: 0.245 / 0.196 Ha
**2S+1**: 5
**E_tot**: -100303.7486 eV
**Expectation value of S²**: 6.03



# C13H16N2O6

An isolated molecule of C13H16N2O6 in a non-equilibrium geometry (the ωB97M-V functional and the def2-TZVPD basis, the Open Molecules 2025 dataset).

Each line ends with the Löwdin charge.
CARTESIAN COORDINATES (ANGSTROEM)
C  -2.19  -0.75  3.07  -0.083
H  -1.61  -1.14  2.23  0.060
H  -1.55  -0.10  3.67  0.097
O  -3.27  0.05  2.64  -0.167
C  -4.18  -0.63  1.82  -0.124
C  -3.83  -0.68  0.34  -0.456
O  -4.41  -1.38  -0.45  0.123
O  -2.86  0.18  0.01  0.019
C  -2.60  0.34  -1.38  -0.050
H  -3.26  1.12  -1.78  0.149
C  -1.15  0.76  -1.63  -0.414
O  -0.87  1.51  -2.54  0.092
N  -0.29  0.18  -0.76  0.158
C  1.09  0.32  -0.68  -0.111
C  1.78  1.23  -1.48  0.050
C  3.15  1.41  -1.39  -0.205
C  3.89  0.65  -0.47  -0.225
C  3.23  -0.25  0.32  0.048
C  1.84  -0.44  0.24  -0.078
N  1.28  -1.41  1.11  -0.323
O  2.00  -1.94  1.93  0.093
O  0.09  -1.69  1.00  0.032
H  3.77  -0.85  1.04  0.124
C  5.37  0.82  -0.36  -0.041
H  5.86  0.60  -1.31  0.086
H  5.62  1.85  -0.09  0.086
H  5.78  0.16  0.40  0.080
C  3.82  2.40  -2.28  -0.031
H  4.58  1.91  -2.90  0.090
H  4.33  3.16  -1.69  0.090
H  3.10  2.89  -2.93  0.083
H  1.21  1.82  -2.18  0.107
H  -0.68  -0.48  -0.09  0.114
H  -2.80  -0.60  -1.90  0.144
H  -4.36  -1.65  2.17  0.141
H  -5.13  -0.07  1.89  0.147
H  -2.54  -1.58  3.68  0.095

**HOMO**: -9.00 eV
**LUMO energy**: -0.854 eV
**Kohn-Sham gap**: 0.300 Ha
**E_tot**: -29003.4654 eV



# C13H16N2OsPSe

A structure of composition C13H16N2OsPSe in a non-equilibrium geometry (the ωB97M-V functional and the def2-TZVPD basis, the Open Molecules 2025 dataset).

Each line ends with the Löwdin charge.
CARTESIAN COORDINATES (ANGSTROEM)
C  -2.37  -3.02  -2.06  -0.241
C  -1.57  -3.09  -3.25  -0.275
C  -1.97  -2.01  -4.10  -0.251
C  -3.02  -1.31  -3.45  -0.221
C  -3.22  -1.90  -2.17  -0.255
Os  -1.26  -1.27  -2.34  0.942
P  0.75  -1.87  -1.29  0.633
H  -2.38  -3.69  -1.22  0.126
H  -0.85  -3.84  -3.48  0.118
H  -1.56  -1.78  -5.07  0.124
H  -3.88  -1.56  -1.38  0.131
H  -3.62  -0.49  -3.86  0.141
H  1.96  -1.16  -1.53  -0.065
H  1.10  -3.25  -1.51  -0.067
H  0.54  -1.89  0.13  -0.058
C  -1.39  1.03  1.92  -0.028
N  -0.06  1.22  1.37  -0.120
C  0.32  1.07  0.07  -0.670
Se  -0.94  0.84  -1.43  0.679
N  1.65  1.38  0.01  0.061
C  2.14  1.67  1.30  -0.190
C  3.36  2.16  1.73  -0.016
C  3.44  2.59  3.07  -0.081
C  2.34  2.49  3.94  -0.076
C  1.12  1.96  3.49  -0.011
C  1.06  1.58  2.15  -0.169
H  -1.37  0.19  2.63  0.098
H  -2.09  0.80  1.11  0.051
H  -1.68  1.93  2.47  0.100
H  2.21  1.31  -0.84  0.147
H  4.20  2.20  1.03  0.114
H  4.37  3.00  3.45  0.106
H  2.44  2.85  4.97  0.111
H  0.24  1.85  4.12  0.111

**HOMO (spin up / spin down)**: -7.58 / -11.17 eV
**LUMO energy (spin up / spin down)**: -2.667 / -6.246 eV
**Kohn-Sham gap (spin up / spin down)**: 0.181 / 0.181 Ha
**2S+1**: 5
**E_tot**: -93811.2919 eV
**Expectation value of S²**: 6.02
**Charge**: +1



# C13H16N3O8RbS

A structure of composition C13H16N3O8RbS (the ωB97M-V functional and the def2-TZVPD basis, the Open Molecules 2025 dataset).

Each line ends with the Löwdin charge.
CARTESIAN COORDINATES (ANGSTROEM)
Rb  -0.06  0.62  0.21  0.978
O  -5.84  -1.62  3.26  0.023
C  -4.64  -1.33  2.64  -0.302
C  -3.57  -0.82  3.36  0.031
C  -2.38  -0.57  2.67  -0.185
N  -2.27  -0.76  1.36  0.075
C  -3.32  -1.23  0.67  -0.175
C  -4.53  -1.54  1.28  0.042
C  -3.16  -1.39  -0.87  -0.657
O  -4.15  -1.85  -1.47  -0.050
O  -2.04  -1.06  -1.34  -0.128
C  -1.15  -0.03  3.45  -0.684
O  -1.39  0.27  4.64  -0.053
O  -0.08  0.02  2.81  -0.182
H  -5.74  -1.41  4.19  0.088
H  -3.59  -0.61  4.42  0.110
H  -5.34  -1.92  0.68  0.114
C  3.44  1.37  -2.40  -0.052
C  3.15  0.84  -1.03  -0.378
N  2.94  -0.42  -0.80  0.008
O  3.06  -1.20  -2.01  -0.128
C  3.13  1.74  0.10  -0.389
C  3.19  1.22  1.51  -0.070
N  3.19  3.03  -0.20  -0.132
O  3.21  3.87  0.76  -0.243
H  2.86  0.84  -3.16  0.050
H  4.50  1.22  -2.64  0.083
H  3.27  2.44  -2.40  0.055
H  2.64  -2.02  -1.74  0.068
H  3.82  0.33  1.54  0.064
H  2.24  0.92  1.97  0.040
H  3.60  2.01  2.14  0.059
C  0.45  2.26  -4.32  -0.266
S  -0.26  1.23  -3.03  0.759
C  -1.55  0.43  -3.96  -0.249
O  -0.96  2.20  -2.11  -0.608
H  0.90  1.62  -5.09  0.051
H  1.21  2.88  -3.87  0.043
H  -0.34  2.88  -4.75  0.052
H  -1.10  -0.16  -4.76  0.055
H  -2.20  1.20  -4.37  0.057
H  -2.07  -0.22  -3.25  0.027

**HOMO**: -1.47 eV
**LUMO energy**: 3.969 eV
**Kohn-Sham gap**: 0.200 Ha
**E_tot**: -46081.4062 eV
**Charge**: -2